Density functional theory data (wB97M-V/def2-TZVPD) for a cluster of 5 separate species, H10O5 in total at a distorted geometry.

Values from the calculation:
E_HOMO (Eh): -0.415
Energy above the lowest of the compared OMol25 structures with the same formula, charge and spin (kJ/mol): 106.85
SMILES: O.O.O.O.O
Largest force on an atom (eV Å⁻¹): 2.181
Electronic energy (eV): -10399.7421
Kohn-Sham gap (eV): 11.646

XYZ file:
```
15
Properties=species:S:1:pos:R:3:forces:R:3:lowdin_charge:R:1
O -9.382 3.840 13.171 0.68 0.47 0.33 -0.047
H -9.561 3.371 13.992 -0.49 -0.04 -0.34 -0.016
H -9.958 3.511 12.491 -0.40 -0.33 -0.21 0.029
O -8.727 -3.040 14.864 -0.39 -0.69 -0.45 -0.060
H -7.811 -3.153 15.131 -0.18 0.51 0.15 0.037
H -9.068 -2.170 15.091 0.58 0.31 0.26 -0.004
O -9.356 -0.040 14.893 -0.03 0.60 -0.05 -0.063
H -9.319 0.936 14.923 0.28 -0.34 0.58 -0.005
H -9.798 -0.117 14.053 -0.29 -0.77 -0.77 0.022
O -9.561 -1.778 11.855 -0.28 0.89 -0.65 -0.046
H -9.988 -2.395 12.434 -0.04 -0.64 0.54 0.015
H -8.620 -1.884 11.969 0.30 -0.23 0.26 0.031
O -9.160 2.557 15.646 0.62 0.98 -0.87 -0.030
H -8.882 2.182 16.455 -0.28 -1.06 1.89 0.053
H -8.316 2.981 15.438 -0.08 0.35 -0.65 0.084
```
Positions in Å, forces in eV/Å.

Density functional theory data (wB97M-V/def2-TZVPD) for a structure of composition C27H48BCuN6O7P2 at a distorted geometry.

Values from the calculation:
⟨S²⟩: 0.75
E_HOMO (spin up / spin down) (Eh): -0.190 / -0.190
Energy above the lowest of the compared OMol25 structures with the same formula, charge and spin (kJ/mol): 77.21
Largest force on an atom (eV Å⁻¹): 1.452
Electronic energy (eV): -115957.3512
2S+1: 2
Kohn-Sham gap (spin up / spin down) (eV): 7.875 / 6.818
Net charge: -1

XYZ file:
```
92
Properties=species:S:1:pos:R:3:forces:R:3:lowdin_charge:R:1
Cu -0.846 -0.475 0.001 1.13 0.52 0.76 0.627
C 2.004 1.439 -0.052 -0.01 0.01 -0.17 -0.061
C 2.859 0.233 0.308 0.02 0.01 0.02 -0.355
C 4.062 0.173 -0.647 0.01 -0.06 0.03 -0.069
C 2.123 -1.074 0.240 -0.22 0.01 -0.25 -0.240
C 2.648 -2.341 0.485 0.16 -0.07 0.06 0.034
C 1.677 -3.246 0.101 -0.19 -0.11 -0.22 -0.197
C 1.830 -4.742 0.143 -0.04 0.02 -0.01 -0.348
C 0.656 -5.462 0.807 -0.03 -0.01 0.06 -0.063
C 2.173 -5.319 -1.233 0.01 0.00 0.04 -0.051
N 0.623 -2.547 -0.364 -0.42 -0.02 -0.18 0.077
N 0.895 -1.210 -0.258 0.62 -0.92 0.22 0.030
B -0.695 -2.983 -1.163 -0.14 0.06 -0.25 -0.525
N -0.720 -2.202 -2.503 0.09 0.14 0.38 0.051
N -0.678 -0.833 -2.388 -0.26 -0.28 0.15 0.115
C -0.992 -0.342 -3.577 0.09 0.21 0.01 -0.264
C -1.236 -1.389 -4.477 0.00 0.05 -0.15 0.025
C -1.091 -2.552 -3.754 -0.01 0.00 0.12 -0.213
C -1.453 -3.931 -4.234 0.06 -0.05 0.10 -0.347
C -2.765 -4.399 -3.591 -0.01 0.00 0.04 -0.050
C -0.364 -4.999 -4.097 0.05 0.03 0.00 -0.070
C -1.117 1.129 -3.882 -0.09 -0.05 0.21 -0.353
C -0.163 1.995 -3.061 -0.01 -0.07 -0.02 -0.077
C -2.569 1.591 -3.692 0.02 -0.05 -0.03 -0.057
N -1.185 -2.512 2.085 0.03 0.59 0.14 0.070
N -0.849 -1.182 2.055 -0.30 0.34 -0.32 0.008
C -1.209 -0.607 3.242 0.57 0.14 -0.22 -0.277
C -1.760 -1.582 4.046 -0.28 -0.09 0.06 -0.015
C -1.749 -2.742 3.260 -0.07 -0.12 0.02 -0.313
C -2.313 -4.081 3.650 0.10 -0.06 0.04 -0.377
C -2.792 -4.907 2.459 -0.04 0.09 -0.07 -0.067
C -1.313 -4.869 4.505 -0.01 -0.11 -0.03 -0.078
C -0.890 0.804 3.699 0.04 -0.18 -0.11 -0.374
C 0.014 1.556 2.741 0.03 -0.06 -0.11 -0.084
C -0.249 0.764 5.089 0.00 0.04 0.06 -0.083
H 2.581 2.355 0.093 -0.02 0.01 -0.01 0.088
H 1.101 1.512 0.543 0.00 0.00 -0.03 0.033
H 1.708 1.389 -1.103 0.02 -0.02 0.08 0.063
H 3.248 0.337 1.326 -0.05 0.08 0.06 0.136
H 3.709 0.036 -1.673 0.02 0.01 0.05 0.088
H 4.733 -0.654 -0.410 -0.03 0.04 0.01 0.068
H 4.630 1.106 -0.599 -0.01 -0.03 0.00 0.074
H 3.624 -2.582 0.879 -0.05 0.01 -0.05 0.114
H 2.702 -4.892 0.784 0.05 -0.01 0.04 0.128
H -0.148 -5.665 0.099 0.02 0.04 0.02 0.068
H 0.243 -4.847 1.608 -0.01 -0.03 -0.01 0.057
H 0.989 -6.416 1.224 -0.02 0.00 -0.03 0.079
H 1.363 -5.129 -1.934 0.02 -0.01 -0.01 0.041
H 2.324 -6.401 -1.167 -0.01 0.05 0.01 0.080
H 3.081 -4.865 -1.637 -0.03 -0.01 0.02 0.082
H -0.648 -4.168 -1.309 -0.06 0.10 -0.06 0.099
H -1.517 -1.306 -5.517 0.02 0.00 0.09 0.110
H -1.633 -3.796 -5.302 -0.05 0.00 -0.07 0.127
H -2.658 -4.472 -2.506 0.00 -0.02 -0.06 0.071
H -3.044 -5.386 -3.970 0.00 0.03 -0.01 0.076
H -3.574 -3.696 -3.795 0.05 -0.01 0.02 0.085
H -0.315 -5.388 -3.080 -0.03 0.04 -0.04 0.049
H 0.621 -4.604 -4.361 -0.04 -0.01 0.01 0.084
H -0.583 -5.839 -4.762 0.00 0.03 0.04 0.075
H -0.863 1.232 -4.940 0.03 0.04 -0.10 0.125
H -0.416 1.927 -2.003 0.01 0.01 -0.01 0.046
H -0.249 3.043 -3.360 0.00 -0.04 -0.02 0.077
H 0.875 1.680 -3.194 -0.03 0.01 -0.02 0.070
H -2.874 1.510 -2.649 0.02 0.01 -0.04 0.047
H -3.258 0.974 -4.273 0.04 0.02 0.01 0.080
H -2.679 2.633 -4.007 0.02 -0.03 0.00 0.074
H -2.136 -1.468 5.055 0.02 -0.03 -0.08 0.097
H -3.188 -3.871 4.273 -0.02 0.02 0.06 0.127
H -1.952 -5.253 1.858 0.03 0.02 -0.04 0.054
H -3.439 -4.319 1.801 0.07 -0.05 0.09 0.068
H -3.345 -5.785 2.808 0.02 0.00 -0.01 0.071
H -0.397 -5.049 3.934 -0.05 0.00 0.04 0.068
H -1.726 -5.839 4.804 0.02 0.04 -0.01 0.067
H -1.042 -4.317 5.408 -0.01 0.01 -0.05 0.070
H -1.821 1.365 3.772 -0.14 0.01 0.01 0.116
H 0.943 0.997 2.584 -0.04 0.05 0.04 0.076
H 0.263 2.546 3.136 0.02 -0.05 0.02 0.084
H -0.475 1.700 1.779 -0.01 0.00 0.00 0.041
H 0.674 0.178 5.065 -0.01 0.02 0.00 0.084
H -0.911 0.310 5.829 0.03 0.01 -0.03 0.061
H -0.007 1.777 5.429 -0.01 -0.04 -0.02 0.069
O -4.437 -2.757 -0.256 0.09 0.00 0.17 -0.095
P -3.285 -1.751 -0.725 -0.18 -0.15 0.38 0.318
O -3.525 -1.172 -2.046 -0.03 -0.03 -0.08 -0.212
O -2.012 -2.602 -0.460 0.38 0.48 -0.18 -0.121
O -3.308 -0.631 0.470 0.17 0.17 -0.88 -0.283
P -3.175 1.035 0.224 0.03 -0.33 -0.13 0.257
O -3.260 1.524 1.747 -0.03 -0.04 0.11 -0.111
O -4.313 1.546 -0.549 0.08 0.03 -0.04 -0.273
O -1.718 1.257 -0.194 -1.14 -0.39 0.37 -0.329
H -5.293 -2.345 -0.423 -0.03 -0.03 -0.03 0.086
H -4.186 1.689 1.955 0.01 0.02 0.05 0.083
```
Positions in Å, forces in eV/Å.

Density functional theory data (wB97M-V/def2-TZVPD) for a structure of composition C24H27N7O2PtS2 at a distorted geometry.

Values from the calculation:
E_HOMO (Eh): -0.483
Largest force on an atom (eV Å⁻¹): 3.808
Electronic energy (eV): -64756.4098
Kohn-Sham gap (eV): 6.539
Net charge: +2

XYZ file:
```
63
Properties=species:S:1:pos:R:3:forces:R:3:lowdin_charge:R:1
Pt 1.489 0.014 -1.074 0.92 1.79 -0.72 1.022
C 2.308 -2.939 -4.048 -0.08 0.08 0.13 0.023
C 2.152 -2.113 -2.814 -0.90 3.11 -2.00 -0.199
N 1.824 -0.804 -2.818 0.71 -2.51 1.10 -0.125
N 1.573 -0.084 -3.936 0.09 -0.83 -1.34 0.028
C 1.191 1.190 -3.855 -0.12 1.49 1.04 -0.718
N 0.931 1.900 -4.956 0.18 -0.79 0.26 0.154
S 1.106 1.958 -2.312 -0.16 -0.49 -0.54 0.725
C 2.368 -2.640 -1.523 0.60 -0.99 3.10 -0.190
C 2.709 -3.988 -1.242 -0.38 1.22 -1.01 0.031
C 2.990 -4.370 0.041 0.04 0.44 1.12 -0.009
C 2.951 -3.416 1.074 0.03 -0.70 -0.75 0.001
C 2.580 -2.127 0.764 -0.05 0.03 0.11 -0.110
N 2.275 -1.750 -0.473 0.32 -1.04 -0.78 -0.070
H 2.279 -2.352 -4.961 0.04 -0.04 -0.05 0.078
H 1.514 -3.685 -4.103 -0.05 -0.02 -0.01 0.115
H 3.259 -3.466 -4.025 0.07 -0.01 -0.02 0.107
H 1.594 -0.568 -4.833 -0.05 0.12 0.37 0.167
H 0.961 1.502 -5.881 0.02 0.03 -0.02 0.133
H 0.653 2.863 -4.869 -0.02 0.01 0.08 0.121
H 2.743 -4.697 -2.052 0.04 -0.12 -0.07 0.123
H 3.250 -5.394 0.263 0.04 -0.09 -0.01 0.128
H 3.201 -3.688 2.086 0.05 0.01 0.13 0.122
H 2.532 -1.356 1.524 -0.04 0.07 -0.08 0.113
C -3.651 -2.065 1.183 -0.10 -0.14 0.24 -0.010
N -2.565 -1.724 0.298 -0.17 -0.02 0.26 -0.085
C -2.699 -1.531 -1.129 -0.14 0.01 -0.49 -0.017
C -1.306 -1.040 -1.502 -0.30 -0.14 0.41 -0.482
O -0.905 -0.658 -2.580 -0.52 -0.17 -0.55 0.019
N -0.540 -1.105 -0.384 0.21 -0.30 0.80 0.082
C -1.298 -1.494 0.647 -0.10 0.19 -1.10 -0.418
N -0.827 -1.606 1.887 -0.09 -0.09 0.21 0.244
H -4.579 -2.036 0.617 0.00 -0.02 0.08 0.103
H -3.720 -1.346 2.003 -0.06 -0.01 -0.02 0.097
H -3.527 -3.068 1.596 -0.09 -0.02 -0.01 0.101
H -3.471 -0.805 -1.392 0.04 0.00 0.07 0.143
H -2.912 -2.471 -1.648 -0.04 0.06 0.03 0.149
H 0.150 -1.423 2.051 -0.16 0.07 -0.05 0.092
H -1.385 -2.000 2.625 0.04 0.04 0.02 0.122
O 1.194 0.829 0.850 0.45 -0.59 -0.07 -0.714
S 1.040 2.344 1.071 -1.21 0.18 0.38 1.081
C 0.645 2.407 2.835 0.34 0.02 -0.18 -0.366
C 0.965 1.344 3.661 0.06 -0.09 -0.24 -0.080
C 0.672 1.428 5.012 -0.03 0.01 -0.01 -0.055
C 0.084 2.572 5.524 -0.02 0.01 0.02 -0.048
C -0.205 3.644 4.692 0.05 -0.04 -0.09 -0.041
C 0.083 3.568 3.340 0.01 0.07 -0.06 -0.066
C -0.631 2.706 0.475 0.41 0.23 -0.06 -0.420
C -0.837 3.849 -0.281 0.19 0.00 0.11 -0.114
C -2.113 4.153 -0.727 -0.08 -0.02 0.02 -0.046
C -3.167 3.301 -0.435 0.06 0.11 -0.09 -0.042
C -2.948 2.151 0.309 0.14 -0.12 0.14 -0.051
C -1.681 1.858 0.783 -0.07 -0.16 0.05 -0.069
H 1.443 0.470 3.248 0.05 -0.09 -0.01 0.090
H 0.911 0.602 5.664 0.03 -0.06 0.06 0.114
H -0.141 2.633 6.577 -0.03 0.02 0.12 0.117
H -0.652 4.540 5.091 -0.04 0.09 0.05 0.119
H -0.127 4.400 2.686 -0.10 0.13 -0.04 0.118
H -0.011 4.504 -0.507 0.14 0.11 -0.06 0.114
H -2.280 5.056 -1.293 -0.03 0.05 -0.05 0.119
H -4.163 3.536 -0.774 -0.09 0.04 -0.06 0.118
H -3.774 1.496 0.548 -0.07 -0.04 0.03 0.110
H -1.508 0.990 1.400 0.03 -0.10 0.10 0.100
```
Positions in Å, forces in eV/Å.